Entry from the Open Molecules 2025 dataset: the molecule C9H11N3 at a distorted geometry (ωB97M-V/def2-TZVPD).

## Properties
maximum force: 4.286 eV/Å
multiplicity: 1
LUMO: 0.0326 Eh
structure (SMILES): c1ccc(N[C@@H]2CCN=N2)cc1
DFT total energy: -513.67483 Eh

XYZ file:
```
23
Properties=species:S:1:pos:R:3:lowdin_charge:R:1
N -0.154 -3.017 -1.775 -0.02
N 1.414 -0.474 0.600 0.06
N 0.625 -2.889 -0.909 0.01
C -1.257 2.382 1.810 -0.10
C 1.191 -1.248 -0.659 -0.18
C 0.787 1.164 2.149 -0.03
C -0.850 0.443 0.368 -0.07
C -0.415 -1.625 -2.528 -0.16
C 0.425 0.354 1.004 -0.27
C 0.462 -0.654 -1.843 -0.23
C -0.179 2.067 2.586 -0.13
C -1.645 1.504 0.747 -0.06
H -0.042 0.312 -1.489 0.11
H -0.247 -1.870 -3.556 0.09
H 0.107 2.380 3.589 0.10
H 1.101 -0.355 -2.666 0.11
H -1.212 -0.256 -0.336 0.08
H -2.537 1.478 0.173 0.09
H 2.151 -1.567 -1.009 0.10
H -2.024 3.033 2.214 0.09
H 1.833 1.014 2.588 0.13
H 1.929 -0.887 1.379 0.14
H -1.464 -1.290 -2.439 0.10
```

***

Entry from the Open Molecules 2025 dataset: the molecule C5H7Cl at a distorted geometry (ωB97M-V/def2-TZVPD).

## Properties
maximum force: 6.101 eV/Å
multiplicity: 1
LUMO: 0.0423 Eh
structure (SMILES): Cl/C=C/C1CC1
DFT total energy: -654.81313 Eh

XYZ file:
```
13
Properties=species:S:1:pos:R:3:lowdin_charge:R:1
Cl 3.653 0.188 -0.174 0.61
C 2.169 -0.495 0.348 -0.56
C -1.476 -0.368 -0.712 -0.09
C 0.988 0.131 0.004 -0.15
C -1.417 0.831 0.139 -0.12
C -0.396 -0.256 0.364 -0.26
H 1.216 0.881 -0.605 0.04
H -0.906 -0.167 -1.573 0.09
H -0.367 -0.972 1.238 0.15
H 2.168 -1.319 0.958 0.03
H -2.226 0.821 0.926 0.13
H -1.179 1.746 -0.189 0.06
H -2.230 -1.022 -0.722 0.06
```

***

Entry from the Open Molecules 2025 dataset: the molecule C7H13NO2 at a distorted geometry (ωB97M-V/def2-TZVPD).

## Properties
maximum force: 3.706 eV/Å
multiplicity: 1
LUMO: 0.0305 Eh
structure (SMILES): C/C=N\OC(=O)C(C)(C)C
DFT total energy: -479.65538 Eh

XYZ file:
```
23
Properties=species:S:1:pos:R:3:lowdin_charge:R:1
O 0.713 0.172 -1.330 0.10
O 1.165 0.786 0.852 -0.03
N 2.566 0.833 0.597 0.09
C 2.435 -1.437 -0.218 -0.07
C -1.109 0.310 0.123 -0.51
C -1.309 0.699 1.526 -0.06
C -1.754 -0.963 -0.386 -0.03
C 0.401 0.323 -0.190 -0.47
C 3.081 -0.147 -0.026 -0.19
C -1.714 1.381 -0.859 -0.03
H -1.340 -1.016 -1.434 0.11
H -0.608 1.496 1.842 0.10
H -2.818 -1.007 -0.372 0.08
H -1.314 -1.823 -0.022 0.05
H -1.503 1.223 -1.869 0.06
H -1.022 -0.131 2.173 0.09
H 2.106 -1.651 -1.200 0.06
H 4.124 0.004 -0.179 0.11
H -1.551 2.385 -0.436 0.09
H 1.476 -1.416 0.352 0.08
H -2.353 0.980 1.744 0.10
H 3.187 -2.317 0.206 0.15
H -2.857 1.318 -0.893 0.11
```

***

Entry from the Open Molecules 2025 dataset: a cluster of 8 separate species, C23H31ClFN12O3S in total at a distorted geometry (ωB97M-V/def2-TZVPD).

## Properties
maximum force: 1.322 eV/Å
multiplicity: 1
LUMO: -0.1299 Eh
DFT total energy: -2735.67799 Eh
net charge: +1

XYZ file:
```
72
Properties=species:S:1:pos:R:3:lowdin_charge:R:1
Cl -0.679 0.013 1.592 0.90
S 2.281 1.669 0.907 0.61
F 3.451 1.040 1.651 -0.05
O 1.334 2.135 1.832 -0.23
O 2.776 2.477 -0.130 -0.17
O -0.823 -4.154 -3.620 -0.07
N 0.836 -6.140 -1.839 0.15
N 6.062 0.165 -2.672 0.09
N 0.481 -0.376 0.453 -0.40
N 2.331 -8.647 -0.043 0.13
N -7.393 8.414 5.074 0.12
N 1.669 0.293 0.179 -0.06
N -0.560 -2.305 -0.419 0.13
N 1.534 -1.475 -1.159 0.28
N -0.651 0.770 -3.268 0.13
N -3.529 -0.292 1.268 0.08
N -1.426 4.583 -0.535 0.15
N -2.205 6.413 4.329 0.15
C -0.512 5.285 2.709 -0.07
C 2.259 -0.447 -0.813 -0.22
C -0.046 -6.822 -1.579 -0.26
C 4.986 0.868 -3.022 -0.11
C -2.229 1.796 -1.471 -0.08
C -6.424 7.877 5.361 -0.29
C 0.739 5.022 -1.914 -0.04
C 3.562 -0.201 -1.449 -0.17
C -5.017 0.631 3.193 -0.04
C -0.470 4.771 -1.140 -0.24
C -1.078 -3.076 -2.729 -0.23
C -0.529 -3.441 -1.351 -0.14
C -4.176 0.114 2.122 -0.26
C 4.678 -0.940 -1.075 0.00
C 4.459 -7.297 -0.682 -0.07
C -1.457 5.917 3.619 -0.26
C -1.156 -7.702 -1.255 -0.05
C -5.191 7.191 5.728 -0.09
C -1.374 1.224 -2.502 -0.28
C 0.413 -1.435 -0.370 -0.35
C 5.901 -0.731 -1.698 -0.11
C 3.723 0.750 -2.456 0.00
C 3.270 -8.054 -0.317 -0.29
H 0.272 5.991 2.439 0.09
H 4.169 -6.423 -1.262 0.07
H 5.122 -7.919 -1.279 0.09
H 4.600 -1.682 -0.292 0.12
H -4.455 1.346 3.792 0.09
H 4.983 -6.978 0.216 0.08
H 0.471 -3.836 -1.446 0.09
H -1.645 2.481 -0.862 0.02
H -2.622 0.997 -0.841 0.04
H -1.335 -2.166 0.216 0.13
H -3.059 2.341 -1.915 0.09
H -1.660 -7.350 -0.357 0.09
H -4.504 7.178 4.887 0.03
H 5.118 1.596 -3.811 0.12
H 1.500 4.288 -1.656 0.06
H 6.745 -1.329 -1.392 0.11
H -1.863 -7.719 -2.083 0.09
H -1.028 4.963 1.806 0.04
H -4.716 7.702 6.562 0.08
H -5.346 -0.188 3.828 0.09
H -2.159 -2.991 -2.714 0.12
H -0.778 -8.708 -1.080 0.09
H 0.098 -4.425 -3.534 0.07
H -0.059 4.420 3.191 0.07
H 0.516 4.951 -2.976 0.09
H -5.414 6.166 6.020 0.08
H 2.896 1.348 -2.800 0.12
H -1.162 -4.205 -0.917 0.12
H -5.887 1.127 2.768 0.09
H 1.115 6.019 -1.693 0.09
H -0.598 -2.183 -3.131 0.10
```

***

Entry from the Open Molecules 2025 dataset: a structure of composition C8H24InO8 at a distorted geometry (ωB97M-V/def2-TZVPD).

## Properties
maximum force: 4.232 eV/Å
multiplicity: 1
LUMO: -0.5034 Eh
DFT total energy: -1110.06651 Eh
net charge: +3

XYZ file:
```
41
Properties=species:S:1:pos:R:3:lowdin_charge:R:1
In 0.419 0.152 -0.747 1.51
O -0.290 -1.155 -2.130 -0.10
O 2.100 1.958 -1.928 -0.07
O 1.928 1.499 0.643 -0.11
O 0.728 -2.604 -0.138 -0.06
O -2.047 0.934 -1.774 -0.07
O 1.011 -0.870 1.751 -0.11
O -0.417 1.394 1.694 -0.11
O -1.621 -0.580 0.290 -0.13
C 2.674 2.659 0.210 -0.14
C -2.953 -0.542 -0.300 -0.13
C -0.293 -2.642 -2.149 -0.06
C -0.212 0.787 2.967 -0.17
C 3.197 2.425 -1.151 -0.18
C -0.420 -3.097 -0.739 -0.22
C -3.134 0.827 -0.877 -0.18
C 0.085 -0.677 2.852 -0.15
H -0.505 2.352 1.754 0.13
H 0.759 1.254 3.186 0.13
H 1.137 -3.320 0.363 0.15
H 3.927 1.607 -1.100 0.15
H 0.657 -3.020 -2.537 0.16
H -0.834 -1.191 2.554 0.12
H 0.442 -1.130 3.773 0.16
H -1.362 -2.756 -0.308 0.12
H 0.071 -0.823 -2.971 0.15
H -3.156 1.590 -0.097 0.14
H -0.471 -4.183 -0.651 0.17
H -1.045 -2.992 -2.860 0.17
H 2.271 1.234 1.507 0.12
H -3.125 -1.283 -1.080 0.14
H -1.621 -1.308 0.924 0.09
H 1.966 3.494 0.119 0.15
H -3.668 -0.627 0.521 0.16
H 3.732 3.242 -1.633 0.17
H 3.372 2.953 0.989 0.16
H -0.908 1.060 3.757 0.16
H -2.334 1.275 -2.631 0.14
H 1.850 -1.090 2.181 0.13
H 2.181 2.251 -2.848 0.14
H -4.090 0.942 -1.390 0.16
```

***

Entry from the Open Molecules 2025 dataset: the molecule C20H32N2O2 (ωB97M-V/def2-TZVPD).

## Properties
maximum force: 0.511 eV/Å
multiplicity: 1
LUMO: 0.0302 Eh
structure (SMILES): CCCN1CCC(=O)N([C@H](COc2ccccc2)CC(C)C)CC1
DFT total energy: -1041.28396 Eh

XYZ file:
```
56
Properties=species:S:1:pos:R:3:lowdin_charge:R:1
O 0.208 2.382 -0.920 0.05
O 1.719 -0.897 -2.193 -0.03
N -0.426 0.269 -0.444 0.00
N 0.673 -0.303 2.546 -0.19
C -2.264 0.092 -3.778 -0.43
C -1.912 -0.454 5.409 -0.12
C -1.664 0.741 -2.526 -0.12
C 1.022 1.041 2.171 -0.15
C 4.399 -1.578 0.123 -0.09
C 4.774 -0.315 0.552 -0.10
C -0.037 1.847 1.388 -0.06
C 0.042 -0.525 3.822 -0.21
C -0.549 -0.080 -1.859 -0.23
C 4.110 0.792 0.056 -0.10
C 0.334 -1.171 1.452 -0.14
C 0.784 0.076 -2.611 -0.12
C 2.694 -0.609 -1.284 -0.28
C -1.441 -0.148 3.992 -0.25
C -3.075 1.131 -4.552 -0.08
C -0.829 -0.708 0.548 -0.10
C 3.077 0.657 -0.857 -0.03
C -0.073 1.528 -0.095 -0.46
C -3.154 -1.098 -3.423 -0.07
C 3.372 -1.726 -0.786 -0.03
H 4.908 -2.453 0.499 0.10
H -1.454 -0.261 -4.424 0.13
H -1.219 -1.579 0.019 0.12
H 0.084 -2.150 1.865 0.12
H 0.211 2.907 1.461 0.12
H 1.155 1.094 -2.510 0.11
H -1.330 0.109 6.134 0.07
H -0.804 -1.143 -1.895 0.13
H -2.960 -0.190 5.530 0.07
H 0.623 0.029 4.566 0.12
H -1.261 1.723 -2.774 0.12
H -2.050 -0.712 3.284 0.10
H 5.575 -0.196 1.266 0.10
H -3.972 -0.779 -2.780 0.08
H -1.577 0.917 3.795 0.10
H -2.444 1.963 -4.853 0.08
H -1.028 1.700 1.819 0.10
H 0.151 -1.591 4.052 0.12
H -2.462 0.891 -1.795 0.13
H 1.263 1.586 3.087 0.12
H -3.511 0.689 -5.445 0.07
H -3.881 1.518 -3.932 0.08
H 1.223 -1.283 0.820 0.11
H -1.642 -0.303 1.160 0.11
H -1.797 -1.514 5.628 0.07
H 1.932 0.991 1.561 0.11
H 4.396 1.782 0.379 0.11
H 2.580 1.547 -1.209 0.10
H 0.605 -0.127 -3.671 0.13
H 3.070 -2.702 -1.133 0.12
H -3.579 -1.534 -4.324 0.08
H -2.593 -1.874 -2.908 0.07
```

***

Entry from the Open Molecules 2025 dataset: a structure of composition C24H20Cl2N2Pd (ωB97M-V/def2-TZVPD).

## Properties
maximum force: 0.298 eV/Å
multiplicity: 1
LUMO: -0.3122 Eh
DFT total energy: -2083.79622 Eh
net charge: +2

XYZ file:
```
49
Properties=species:S:1:pos:R:3:lowdin_charge:R:1
Pd -0.681 -0.330 -0.282 0.79
Cl -2.371 -1.885 -1.058 0.68
Cl -1.107 -0.231 -3.082 0.62
N 0.760 1.006 0.157 -0.01
N -1.726 -0.091 1.462 0.05
C 0.748 -0.339 3.028 -0.15
C -2.972 -3.756 3.104 -0.03
C 2.341 2.300 -1.088 0.00
C 0.189 -2.326 1.603 -0.18
C 1.128 -1.389 2.043 -0.15
C -1.661 -3.606 2.679 0.00
C 1.852 -3.259 0.100 -0.05
C 1.299 1.407 -1.006 -0.11
C 0.779 1.019 2.661 -0.17
C -3.875 -2.708 2.974 -0.03
C -1.205 -2.409 2.132 -0.16
C 2.782 -2.338 0.554 -0.04
C -0.037 1.640 4.847 -0.03
C -0.069 0.301 5.211 -0.02
C 0.393 1.997 3.578 -0.01
C 1.269 1.457 1.326 -0.19
C 2.418 -1.410 1.514 -0.01
C -3.453 -1.510 2.422 -0.02
C 2.851 2.809 0.096 0.01
C -2.304 -1.520 -2.834 -0.81
C 0.319 -0.678 4.306 0.01
C 0.572 -3.257 0.625 -0.04
C 2.313 2.377 1.292 0.03
C -2.132 -1.363 2.024 -0.29
H 3.795 -2.350 0.174 0.12
H 3.667 3.519 0.090 0.14
H 2.715 2.724 2.234 0.14
H -1.991 -2.426 -3.340 0.06
H -3.293 -4.694 3.535 0.12
H -0.151 -3.994 0.294 0.12
H 3.158 -0.716 1.895 0.13
H -0.388 0.016 6.204 0.12
H -2.543 0.490 1.280 0.13
H 0.872 0.990 -1.910 0.06
H 2.127 -3.995 -0.644 0.12
H -0.966 -4.430 2.777 0.14
H -4.899 -2.822 3.298 0.12
H -4.148 -0.684 2.317 0.13
H 0.418 3.042 3.293 0.13
H -0.338 2.405 5.549 0.12
H -1.090 0.421 2.080 0.08
H 2.731 2.584 -2.055 0.13
H 0.305 -1.720 4.597 0.14
H -3.277 -1.165 -3.151 0.06
```

***

Entry from the Open Molecules 2025 dataset: the molecule F2H2NOP at a distorted geometry (ωB97M-V/def2-TZVPD).

## Properties
maximum force: 4.976 eV/Å
multiplicity: 1
LUMO: 0.0190 Eh
structure (SMILES): N=P(O)(F)F
DFT total energy: -672.37033 Eh

XYZ file:
```
7
Properties=species:S:1:pos:R:3:lowdin_charge:R:1
P 0.211 -0.065 -0.005 0.39
F 1.197 -0.112 -1.188 -0.09
F 1.197 -0.579 1.110 -0.11
O 0.274 1.442 0.278 -0.04
N -1.240 -0.654 -0.329 -0.13
H -0.430 1.519 0.842 0.03
H -1.209 -1.552 -0.710 -0.05
```

***

Entry from the Open Molecules 2025 dataset: a cluster of 2 separate species, CHClF2OS2 in total at a distorted geometry (ωB97M-V/def2-TZVPD).

## Properties
maximum force: 3.868 eV/Å
multiplicity: 1
LUMO (alpha / beta): -0.0962 / -0.0634 Eh
DFT total energy: -1570.12095 Eh

XYZ file:
```
8
Properties=species:S:1:pos:R:3:lowdin_charge:R:1
Cl 2.148 -1.335 0.353 0.18
S 1.071 0.512 0.337 0.02
S 2.193 1.644 -0.753 0.25
F -1.933 0.565 -1.065 0.06
F -1.008 -1.464 -0.882 0.06
O 0.609 0.917 1.596 -0.49
C -1.286 -0.322 -0.260 -0.20
H -1.795 -0.517 0.674 0.14
```

***

Entry from the Open Molecules 2025 dataset: a cluster of 2 separate species, C16H14Cl3FINOP in total (ωB97M-V/def2-TZVPD).

## Properties
maximum force: 0.936 eV/Å
multiplicity: 1
LUMO: -0.1794 Eh
DFT total energy: -2867.30188 Eh
net charge: +1

XYZ file:
```
38
Properties=species:S:1:pos:R:3:lowdin_charge:R:1
I -0.154 1.505 -6.299 1.04
Cl 4.384 -2.144 -1.908 0.33
Cl -0.735 -2.638 -1.147 0.76
Cl 1.569 0.872 -0.549 0.69
P 2.408 -2.426 -1.441 0.59
F -2.121 0.145 2.455 0.03
O 2.110 -3.891 -2.095 -0.34
N 0.415 -0.745 -2.628 -0.06
C 1.834 -0.339 -4.986 -0.06
C -2.192 1.466 -2.967 0.21
C -1.011 2.297 5.768 -0.08
C -2.205 0.449 4.790 -0.01
C 0.172 -0.166 -0.140 -0.70
C -0.381 -0.911 -1.400 -0.62
C 0.448 -0.996 1.106 -0.16
C 2.326 -1.149 -3.965 -0.06
C -1.756 0.859 3.552 -0.29
C 1.622 -1.344 -2.800 -0.36
C 0.610 0.272 -4.793 -0.62
C -0.083 0.069 -3.599 -0.24
C -1.822 1.179 5.906 -0.07
C -1.320 0.755 -3.392 -0.12
C -0.947 1.963 3.387 -0.03
C -0.575 2.689 4.510 -0.08
H -0.448 -1.522 1.423 0.07
H 0.053 3.562 4.401 0.11
H -0.719 2.863 6.642 0.11
H 1.316 -1.640 1.014 0.04
H -0.610 0.531 0.156 0.09
H 3.288 -1.621 -4.099 0.08
H -2.948 2.191 -2.761 0.07
H -0.616 2.251 2.397 0.11
H 1.418 -3.866 -2.768 0.05
H -2.841 -0.422 4.873 0.12
H 2.398 -0.196 -5.896 0.12
H -2.160 0.871 6.886 0.11
H -1.358 -0.495 -1.599 0.08
H 0.674 -0.276 1.895 0.08
```

***

Entry from the Open Molecules 2025 dataset: the molecule C4H4N2S at a distorted geometry (ωB97M-V/def2-TZVPD).

## Properties
maximum force: 3.730 eV/Å
multiplicity: 1
LUMO: -0.1213 Eh
DFT total energy: -662.35605 Eh

XYZ file:
```
11
Properties=species:S:1:pos:R:3:lowdin_charge:R:1
S 2.028 1.408 0.307 0.66
N 0.121 -2.820 1.210 0.20
N -0.013 0.608 -1.310 -0.05
C -0.422 -0.344 1.038 0.00
C 1.128 1.059 -1.095 -0.75
C -0.064 -1.683 1.242 -0.22
C -0.909 -0.008 -0.367 -0.24
H -1.666 0.879 -0.102 0.17
H -0.381 0.290 1.839 0.05
H -1.324 -0.948 -0.807 0.13
H 1.503 1.558 -1.957 0.05
```

***

Entry from the Open Molecules 2025 dataset: a structure of composition CsF6P at a distorted geometry (ωB97M-V/def2-TZVPD).

## Properties
maximum force: 5.903 eV/Å
multiplicity: 1
LUMO: -0.0229 Eh
DFT total energy: -960.89980 Eh

XYZ file:
```
8
Properties=species:S:1:pos:R:3:lowdin_charge:R:1
Cs 2.052 -1.799 -0.713 1.40
P -0.311 0.277 0.132 0.14
F -0.930 0.744 -1.272 -0.14
F -0.671 1.649 0.810 -0.11
F 0.454 -0.313 1.451 -0.20
F 1.120 1.012 -0.316 -0.25
F -1.707 -0.426 0.607 -0.15
F -0.007 -1.144 -0.698 -0.69
```

***

Entry from the Open Molecules 2025 dataset: the molecule C4H6N2 at a distorted geometry (ωB97M-V/def2-TZVPD).

## Properties
maximum force: 1.581 eV/Å
multiplicity: 1
LUMO (alpha / beta): 0.0195 / 0.0195 Eh
DFT total energy: -265.36706 Eh

XYZ file:
```
12
Properties=species:S:1:pos:R:3:lowdin_charge:R:1
N 1.023 -0.096 0.045 -0.18
N 1.900 -1.048 0.074 0.10
C 2.380 0.293 -0.083 -0.16
C -0.116 0.525 0.090 -0.09
C -1.512 0.151 0.151 -0.18
C -2.191 -0.981 -0.070 0.01
H 0.022 1.601 0.060 0.11
H 2.712 0.616 -1.067 0.10
H 2.844 0.805 0.755 0.10
H -3.267 -0.995 -0.019 0.05
H -2.101 1.037 0.368 0.09
H -1.696 -1.908 -0.305 0.05
```

***

Entry from the Open Molecules 2025 dataset: a structure of composition C2H7NO2 at a distorted geometry (ωB97M-V/def2-TZVPD).

## Properties
maximum force: 2.990 eV/Å
multiplicity: 1
LUMO: 0.0222 Eh
DFT total energy: -285.52565 Eh

XYZ file:
```
12
Properties=species:S:1:pos:R:3:lowdin_charge:R:1
O -0.181 1.375 -1.538 0.06
O 1.934 -0.266 -0.168 -0.27
N -1.024 -0.828 1.219 0.00
C -0.464 0.298 0.561 -0.29
C -0.321 0.254 -0.823 -0.17
H -0.735 1.283 0.951 0.13
H 2.685 -0.866 -0.292 0.00
H 1.046 0.118 0.581 0.13
H 0.237 1.168 -2.388 0.13
H -0.854 -0.846 2.217 0.07
H -2.006 -1.003 1.040 0.07
H -0.318 -0.686 -1.360 0.14
```